No. 1
DFT (ωB97M-V/def2-TZVPD) results for a molecular structure, C40H41AgAsClN3O6P2S2.

Structure (XYZ):
```
97
Properties=species:S:1:pos:R:3:forces:R:3
Ag -1.414 1.546 0.724 -0.01 -0.01 -0.28
C -0.354 2.804 -5.117 -0.06 0.10 0.01
C 0.172 1.391 -5.017 0.00 0.03 0.19
O 1.501 1.400 -4.466 0.05 0.05 -0.25
P 1.715 0.701 -2.990 -0.08 -0.15 0.14
S -1.362 0.993 -1.775 0.13 -0.07 0.00
S 0.525 1.900 -1.714 -0.05 0.14 0.04
O 3.181 1.349 -2.665 0.02 0.03 0.00
C 3.411 2.770 -2.623 -0.05 -0.17 0.02
C 3.721 3.202 -1.207 0.03 0.10 0.03
H -1.316 2.817 -5.637 0.05 0.00 0.03
H 0.350 3.434 -5.666 -0.04 -0.02 0.01
H -0.501 3.223 -4.119 0.02 -0.03 -0.07
H 0.230 0.913 -5.997 0.05 0.00 -0.06
H -0.494 0.798 -4.385 -0.02 -0.05 -0.02
H 2.540 3.294 -3.016 -0.04 0.04 -0.01
H 4.253 2.968 -3.286 0.06 0.02 -0.05
H 2.877 2.999 -0.545 0.03 0.00 -0.04
H 3.924 4.277 -1.185 0.00 -0.05 0.00
H 4.597 2.673 -0.822 -0.06 0.08 -0.06
O -2.945 3.312 4.100 0.06 -0.44 -0.09
Cl -2.601 2.015 3.575 0.14 -0.13 -0.31
O -2.892 0.974 4.541 0.09 0.39 -0.32
O -3.349 1.760 2.334 0.28 0.11 0.69
O -1.169 1.977 3.237 -0.58 0.06 0.40
N -6.236 8.816 -5.511 0.10 -0.07 0.09
C -5.527 8.251 -4.775 0.14 -0.14 0.16
C -4.671 7.571 -3.886 0.03 0.00 0.01
C -3.615 8.258 -3.181 -0.21 -0.12 -0.16
C -2.787 7.593 -2.321 -0.03 -0.11 0.08
C -2.930 6.201 -2.088 0.06 -0.07 0.11
C -3.960 5.503 -2.773 0.16 0.02 0.05
C -4.795 6.154 -3.636 -0.03 0.27 -0.08
N -2.051 5.523 -1.186 -0.16 0.21 -0.25
C -0.802 5.957 -0.795 0.00 -0.04 -0.04
C -0.309 5.000 0.043 0.11 -0.18 0.20
N -1.213 3.983 0.187 -0.28 0.07 -0.17
C -2.248 4.335 -0.565 0.16 0.08 0.07
H -3.486 9.324 -3.330 -0.01 -0.02 0.00
H -2.023 8.154 -1.793 -0.03 -0.02 -0.01
H -4.069 4.432 -2.641 0.02 0.05 0.01
H -5.564 5.594 -4.155 0.01 0.01 0.00
H -0.370 6.868 -1.166 -0.03 -0.03 0.00
H 0.646 4.983 0.546 -0.06 -0.02 -0.03
H -3.149 3.759 -0.688 0.02 0.00 0.01
C -0.205 -2.068 2.881 0.09 0.32 0.09
C 1.017 -2.970 2.906 0.04 0.03 -0.08
As 0.802 -4.566 4.034 -0.09 -0.04 0.14
C 2.185 -5.625 3.145 -0.09 -0.06 0.02
C 1.988 -6.957 2.790 0.15 -0.07 -0.05
C 3.016 -7.692 2.207 -0.21 0.02 0.06
C 4.248 -7.104 1.970 0.10 0.06 -0.01
C 4.453 -5.777 2.322 -0.09 0.05 0.05
C 3.427 -5.045 2.909 0.21 -0.04 -0.10
C -0.763 -5.336 3.157 0.02 0.02 0.04
C -0.893 -5.414 1.772 -0.12 -0.03 -0.12
C -2.047 -5.945 1.207 0.10 0.09 0.05
C -3.080 -6.395 2.022 0.00 -0.01 -0.10
C -2.962 -6.313 3.399 0.11 0.05 0.10
C -1.804 -5.782 3.963 -0.11 -0.09 -0.10
P -0.190 -0.758 1.542 0.11 -0.04 -0.25
C 1.505 -0.087 1.747 -0.02 -0.08 0.11
C 1.755 0.478 3.002 0.13 -0.01 0.03
C 2.986 1.051 3.288 -0.04 0.01 -0.07
C 3.979 1.099 2.315 -0.08 -0.02 0.01
C 3.719 0.596 1.049 -0.05 -0.07 0.04
C 2.489 0.009 0.766 -0.03 0.13 -0.09
C -0.194 -1.882 0.091 -0.06 -0.01 -0.01
C 0.882 -2.483 -0.558 0.01 -0.15 0.05
C 0.677 -3.351 -1.627 -0.02 0.07 0.09
C -0.609 -3.637 -2.057 -0.06 0.07 0.04
C -1.693 -3.042 -1.419 0.06 -0.09 -0.02
C -1.485 -2.168 -0.366 0.06 0.01 -0.06
H -0.315 -1.543 3.833 -0.09 -0.01 0.01
H -1.128 -2.628 2.723 -0.02 0.00 -0.05
H 1.875 -2.430 3.308 0.01 0.06 -0.06
H 1.285 -3.319 1.909 -0.03 0.03 -0.06
H 1.024 -7.423 2.953 -0.01 0.00 0.01
H 2.845 -8.725 1.927 0.00 0.00 0.00
H 5.044 -7.673 1.507 0.00 0.00 0.00
H 5.409 -5.304 2.133 0.00 0.00 0.00
H 3.599 -4.006 3.167 0.02 -0.01 0.00
H -0.105 -5.047 1.121 -0.02 -0.01 0.02
H -2.142 -5.982 0.129 -0.01 0.00 0.00
H -3.983 -6.796 1.578 0.02 0.01 0.00
H -3.771 -6.649 4.037 0.01 0.01 -0.01
H -1.715 -5.711 5.040 0.00 0.01 0.02
H 0.964 0.507 3.744 0.05 -0.01 -0.01
H 3.157 1.490 4.263 0.00 -0.01 0.00
H 4.935 1.563 2.532 -0.01 -0.01 0.01
H 4.459 0.678 0.261 -0.06 -0.05 0.05
H 2.285 -0.307 -0.249 0.03 -0.01 0.07
H 1.897 -2.291 -0.239 -0.04 -0.01 0.02
H 1.531 -3.791 -2.127 -0.01 0.00 0.00
H -0.767 -4.297 -2.902 -0.01 0.00 0.02
H -2.702 -3.236 -1.762 0.01 0.00 0.00
H -2.330 -1.667 0.094 0.02 -0.01 -0.01
```
Forces are in eV/Å.

Properties
lowest unoccupied orbital energy (alpha / beta) = 3.43 / 3.43 eV
HOMO level (alpha / beta) = 0.0194 / -0.0891 hartree
net charge = -2
frontier orbital gap (alpha / beta) = 2.901 / 5.855 eV
spin multiplicity = 2

Here are the Löwdin charges for atoms 1 to 6, given in e: Ag 0.457; C -0.091; C -0.355; O -0.428; P 0.604; S -0.057

---

No. 2
DFT (ωB97M-V/def2-TZVPD) results for a molecular structure, C40H41FGeN5O4PdS at a distorted geometry.

Structure (XYZ):
```
94
Properties=species:S:1:pos:R:3:forces:R:3
Pd 1.404 1.191 -0.388 2.13 3.49 -1.67
C -1.705 -3.686 4.601 0.20 0.11 0.05
C -1.099 -2.476 5.307 -0.33 -0.53 0.40
C -2.103 -1.902 6.304 0.35 0.07 0.07
C -1.476 -0.736 7.048 -0.12 -0.09 -0.05
C -1.024 0.295 6.059 -0.03 0.08 0.07
C -0.997 1.629 6.405 0.08 0.00 -0.17
C -0.581 2.588 5.485 0.14 -0.23 -0.39
F -0.547 3.875 5.862 -0.03 -0.01 0.03
C -0.205 2.240 4.214 -0.13 0.13 0.36
C -0.242 0.892 3.833 0.00 -0.08 0.20
C 0.197 0.548 2.482 -0.04 -0.36 0.14
O 0.598 1.438 1.696 -0.39 -0.18 0.35
C 0.139 -0.845 2.187 0.20 0.19 -0.62
C -0.308 -1.740 3.115 0.06 0.17 -0.17
N -0.690 -1.424 4.363 0.01 -0.11 -0.30
C -0.653 -0.100 4.754 0.12 0.90 -0.08
C 0.602 -1.399 0.838 -0.28 -0.38 0.81
O 0.019 -2.372 0.389 -0.29 -0.20 -0.06
O 1.638 -0.839 0.348 0.35 0.08 0.26
H -2.177 -4.323 5.345 -0.01 -0.03 0.06
H -0.961 -4.290 4.088 0.00 -0.04 -0.08
H -2.465 -3.371 3.890 -0.09 -0.01 -0.09
H -0.201 -2.794 5.856 -0.11 0.06 -0.02
H -2.402 -2.681 7.003 0.02 -0.08 -0.05
H -2.994 -1.573 5.767 -0.10 0.00 -0.05
H -0.618 -1.091 7.629 -0.05 0.00 0.04
H -2.185 -0.294 7.748 0.04 0.02 0.03
H -1.305 1.947 7.391 0.00 -0.01 0.09
H 0.109 2.979 3.493 0.02 0.06 -0.04
H -0.346 -2.776 2.818 -0.08 -0.06 0.06
C 2.180 1.985 -2.147 -1.88 -1.29 3.71
Ge 1.686 0.434 -3.099 -0.39 -2.37 -3.25
C 2.358 -1.282 -2.349 -0.25 0.68 -0.16
C 1.577 -2.416 -2.195 -0.21 0.28 -0.17
C 2.142 -3.606 -1.774 -0.02 -0.10 -0.09
C 3.499 -3.675 -1.521 0.01 -0.01 0.08
C 4.283 -2.540 -1.657 0.16 -0.01 0.06
C 3.716 -1.348 -2.066 -0.02 0.20 -0.08
C 2.480 0.409 -4.968 -0.53 0.27 1.60
C 3.400 1.335 -5.410 0.08 0.04 -0.18
C 3.827 1.301 -6.728 0.15 0.17 -0.01
C 3.328 0.342 -7.592 0.12 0.04 -0.16
C 2.410 -0.591 -7.142 -0.13 -0.16 0.05
C 1.984 -0.555 -5.825 0.02 -0.11 -0.21
C -0.234 0.585 -3.652 0.68 0.20 0.36
C -1.139 -0.457 -3.760 0.27 -0.28 0.28
C -2.394 -0.246 -4.304 -0.15 -0.02 -0.13
C -2.761 1.011 -4.751 -0.07 -0.03 0.00
C -1.863 2.061 -4.646 -0.12 0.16 -0.12
C -0.610 1.843 -4.109 0.25 0.02 0.10
H 2.716 2.882 -2.401 0.42 0.30 0.30
H 0.513 -2.369 -2.363 -0.05 -0.08 0.07
H 1.512 -4.472 -1.636 -0.03 -0.07 0.00
H 3.944 -4.609 -1.210 0.05 -0.05 0.04
H 5.340 -2.585 -1.447 0.14 -0.01 0.01
H 4.331 -0.461 -2.175 0.14 -0.04 0.00
H 3.783 2.086 -4.734 0.12 0.16 0.02
H 4.546 2.030 -7.073 0.06 0.02 -0.10
H 3.658 0.319 -8.620 0.03 0.01 -0.07
H 2.018 -1.344 -7.810 0.01 -0.02 -0.08
H 1.260 -1.276 -5.471 -0.08 -0.11 -0.01
H -0.871 -1.447 -3.420 -0.06 -0.06 -0.02
H -3.079 -1.075 -4.400 -0.08 -0.10 0.00
H -3.739 1.166 -5.190 -0.01 0.02 -0.03
H -2.131 3.043 -5.006 -0.03 0.10 -0.03
H 0.109 2.653 -4.054 -0.09 0.17 -0.08
N -0.833 1.434 -0.844 0.48 -0.20 0.10
C -1.982 1.482 -0.964 1.40 -0.03 0.17
N -3.263 1.485 -1.126 -0.81 0.00 -0.12
C -4.044 0.308 -0.771 -0.47 -0.44 -0.05
C -5.225 0.204 -1.737 0.28 -0.32 0.13
O -5.997 1.378 -1.724 -0.10 0.07 0.09
C -5.230 2.480 -2.143 0.27 0.31 0.02
C -4.042 2.713 -1.204 -0.50 0.44 -0.18
H -4.425 0.410 0.252 0.08 0.02 -0.02
H -3.414 -0.579 -0.831 0.01 0.02 -0.02
H -5.886 -0.607 -1.432 0.09 -0.03 -0.06
H -4.841 0.017 -2.749 -0.07 -0.05 0.06
H -5.898 3.343 -2.127 0.15 -0.02 -0.05
H -4.853 2.319 -3.164 -0.09 0.03 0.08
H -4.431 2.972 -0.211 0.15 -0.01 -0.04
H -3.419 3.526 -1.576 0.01 -0.06 0.04
C 3.329 -0.466 3.627 -0.01 0.10 0.23
N 3.335 0.241 2.368 -0.03 0.68 -0.04
C 3.335 1.567 2.256 -0.12 -1.14 0.61
N 3.301 2.360 3.335 0.24 -0.30 -0.35
S 3.468 2.270 0.714 -0.98 0.16 -1.64
H 3.314 -1.532 3.425 0.00 -0.01 0.00
H 2.455 -0.211 4.234 -0.04 -0.02 -0.01
H 4.234 -0.227 4.191 0.00 -0.08 0.04
H 3.143 -0.283 1.508 -0.07 0.13 0.16
H 3.296 2.003 4.275 0.04 -0.08 0.02
H 3.369 3.354 3.198 -0.08 -0.04 -0.01
```
Forces are in eV/Å.

Properties
lowest unoccupied orbital energy (alpha / beta) = -4.76 / -4.79 eV
HOMO level (alpha / beta) = -0.3917 / -0.3917 hartree
net charge = +1
frontier orbital gap (alpha / beta) = 5.903 / 5.866 eV

Here are the Löwdin charges for atoms 1 to 6, given in e: Pd 0.739; C -0.039; C -0.299; C -0.139; C -0.126; C -0.132